Entry 1:
93
Properties=species:S:1:pos:R:3:lowdin_spin:R:1 method="wB97M-V/def2-TZVPD" homo_lumo_gap_ev="5.82 / 5.81" multiplicity=3 mol_weight_g_mol=841.6 e_homo_ev="-16.01 / -16.01" charge=+3
Tm 0.331 -0.256 -0.862 2.02
P -1.564 1.077 0.754 0.00
P 0.477 -2.325 1.147 0.00
P -1.893 -1.571 -1.889 0.00
H 3.080 2.246 -1.821 0.00
C 2.297 1.482 -2.019 0.00
C 0.998 1.864 -2.322 0.00
H 0.480 2.681 -1.799 0.00
C -1.326 2.532 1.865 0.00
C -2.671 0.193 1.940 0.00
C -2.900 1.819 -0.258 0.00
C 1.613 -3.594 0.457 0.00
C 1.157 -2.327 2.857 0.00
C -0.972 -3.424 1.404 0.00
C -2.689 -0.619 -3.259 0.00
C -3.362 -2.031 -0.888 0.00
C -1.510 -3.340 -2.318 0.00
H 2.682 0.432 -2.073 0.00
H 0.536 1.641 -3.301 0.00
H -0.725 3.312 1.395 0.00
H -0.827 2.249 2.796 0.00
H -2.320 2.931 2.105 0.00
H -2.091 -0.215 2.776 0.00
H -3.215 -0.625 1.457 0.00
H -3.388 0.935 2.326 0.00
H -2.476 2.514 -0.991 0.00
H -3.553 2.371 0.433 0.00
H -3.485 1.059 -0.790 0.00
H 1.711 -4.377 1.224 0.00
H 2.588 -3.140 0.241 0.00
H 1.194 -4.006 -0.471 0.00
H 1.531 -3.339 3.074 0.00
H 0.374 -2.051 3.574 0.00
H 1.964 -1.595 2.960 0.00
H -0.668 -4.223 2.096 0.00
H -1.290 -3.865 0.453 0.00
H -1.813 -2.861 1.827 0.00
H -3.287 -1.280 -3.904 0.00
H -1.948 -0.097 -3.884 0.00
H -3.362 0.137 -2.823 0.00
H -3.984 -2.667 -1.538 0.00
H -3.944 -1.166 -0.554 0.00
H -3.038 -2.624 -0.022 0.00
H -2.290 -3.719 -2.992 0.00
H -1.541 -3.921 -1.381 0.00
H -0.513 -3.505 -2.765 0.00
C 0.984 -1.374 -5.551 0.00
C 1.350 -2.629 -6.094 0.00
C 1.588 -2.804 -7.466 0.00
C 1.585 -1.697 -8.331 0.00
C 1.165 -0.471 -7.811 0.00
C 0.853 -0.303 -6.453 0.00
S 0.466 -1.360 -3.818 0.00
H 0.712 -0.128 -3.103 0.00
H 1.468 -3.478 -5.419 0.00
H 1.779 -3.805 -7.866 0.00
H 1.854 -1.807 -9.391 0.00
H 1.064 0.369 -8.489 0.00
H 0.505 0.654 -6.057 0.00
C 2.349 0.591 6.272 0.00
C 1.095 0.563 5.652 0.00
C 1.002 0.703 4.264 0.00
C 2.169 0.858 3.496 0.00
C 3.420 0.927 4.123 0.00
C 3.508 0.790 5.514 0.00
As 1.895 1.149 1.563 0.00
C 1.890 3.119 1.745 0.00
C 1.875 3.852 0.559 0.00
C 1.765 5.241 0.594 0.00
C 1.564 5.896 1.810 0.00
C 1.615 5.171 3.010 0.00
C 1.822 3.788 2.983 0.00
C 3.791 0.893 1.171 0.00
C 4.642 1.955 0.866 0.00
C 5.919 1.670 0.367 0.00
C 6.356 0.340 0.278 0.00
C 5.543 -0.702 0.739 0.00
C 4.247 -0.432 1.177 0.00
H 2.416 0.461 7.354 0.00
H 0.181 0.427 6.233 0.00
H 0.027 0.674 3.771 0.00
H 4.329 1.094 3.546 0.00
H 4.484 0.835 6.001 0.00
H 1.956 3.318 -0.381 0.00
H 1.849 5.800 -0.347 0.00
H 1.377 6.968 1.823 0.00
H 1.511 5.682 3.964 0.00
H 1.919 3.238 3.924 0.00
H 4.326 2.987 1.013 0.00
H 6.568 2.482 0.041 0.00
H 7.334 0.105 -0.145 0.00
H 5.901 -1.735 0.760 0.00
H 3.578 -1.225 1.524 0.00

Entry 2:
54
Properties=species:S:1:pos:R:3:nbo_charge:R:1 method="wB97M-V/def2-TZVPD" homo_lumo_gap_ev=9.29 relative_energy_kcal_mol=37.5 mol_weight_g_mol=428.5 e_homo_ev=-8.73 charge=0
C -6.101 0.938 -4.025 -0.25
H -6.305 0.157 -3.286 0.18
O -4.796 0.826 -4.547 -0.49
C -3.742 0.942 -3.706 0.33
C -2.479 0.820 -4.299 -0.26
C -1.339 0.909 -3.531 -0.14
C -1.454 1.116 -2.167 -0.40
C -2.688 1.245 -1.569 -0.08
C -3.840 1.162 -2.334 -0.33
H -4.799 1.263 -1.852 0.22
H -2.736 1.405 -0.504 0.24
S 0.026 1.195 -1.188 2.32
O 0.901 2.213 -1.691 -0.94
O -0.336 1.275 0.208 -0.97
N 0.781 -0.248 -1.553 -0.87
H 1.770 -0.108 -1.687 0.42
C 0.447 -1.459 -0.815 -0.09
C -1.021 -1.700 -0.975 0.27
C -2.064 -1.690 -0.097 -0.30
C -3.226 -1.971 -0.857 -0.32
C -2.802 -2.129 -2.139 0.10
O -1.472 -1.970 -2.220 -0.40
H -3.325 -2.350 -3.048 0.21
H -4.229 -2.048 -0.491 0.23
H -2.022 -1.510 0.957 0.23
H 0.993 -2.272 -1.313 0.24
C 0.859 -1.414 0.668 -0.51
C 2.301 -0.930 0.783 0.69
O 3.255 -1.681 0.750 -0.63
N 2.402 0.410 0.855 -0.64
H 1.558 0.967 0.884 0.42
C 3.656 1.100 1.031 -0.22
H 4.445 0.348 0.955 0.23
H 3.776 1.842 0.235 0.20
C 3.711 1.791 2.403 -0.43
C 3.555 0.768 3.492 -0.03
C 2.293 0.426 3.960 -0.23
C 2.141 -0.564 4.915 -0.20
C 3.251 -1.225 5.413 -0.22
C 4.512 -0.890 4.952 -0.22
C 4.662 0.097 3.995 -0.16
H 5.648 0.351 3.633 0.20
H 5.382 -1.404 5.335 0.21
H 3.133 -1.999 6.157 0.21
H 1.154 -0.822 5.270 0.21
H 1.423 0.940 3.577 0.21
H 2.908 2.529 2.458 0.21
H 4.668 2.307 2.497 0.22
H 0.200 -0.739 1.208 0.24
H 0.789 -2.419 1.084 0.24
H -0.358 0.816 -3.967 0.24
H -2.428 0.653 -5.363 0.23
H -6.270 1.921 -3.576 0.18
H -6.768 0.812 -4.876 0.20

Entry 3:
30
Properties=species:S:1:pos:R:3:nbo_charge:R:1 method="wB97M-V/def2-TZVPD" homo_lumo_gap_ev="8.21 / 5.18" relative_energy_kcal_mol=14.5 multiplicity=6 mol_weight_g_mol=498.4 e_homo_ev="-15.98 / -16.00" charge=+2
C 1.196 0.158 -4.633 -0.62
C 0.280 1.314 -4.609 -0.61
H 2.143 0.354 -5.197 0.23
H 0.687 -0.708 -5.090 0.22
H 1.549 -0.115 -3.626 0.17
H -0.052 1.435 -3.546 0.16
H 0.812 2.258 -4.812 0.23
H -0.640 1.151 -5.206 0.23
Ir -0.410 -0.274 0.082 1.29
C -1.611 -1.053 -1.231 -0.91
H -2.533 -0.451 -1.213 0.26
H -1.820 -2.073 -0.868 0.26
H -1.125 -1.047 -2.214 0.28
I 1.597 1.173 -0.296 0.30
N -1.080 1.250 3.803 -0.44
C -1.758 2.219 3.057 -0.01
C -1.701 1.814 1.771 -0.06
N -1.033 0.604 1.714 -0.57
C -0.645 0.244 2.952 0.33
C 0.248 -0.873 2.865 0.33
N 0.414 -1.214 1.574 -0.57
C 1.471 -2.088 1.438 -0.06
C 1.984 -2.331 2.683 0.00
N 1.228 -1.557 3.570 -0.45
H -0.981 1.276 4.813 0.47
H -2.221 3.115 3.436 0.28
H -1.976 2.277 0.836 0.26
H 1.799 -2.334 0.459 0.26
H 2.814 -2.966 2.916 0.28
H 1.366 -1.560 4.575 0.47